1.
A molecular structure, C49H59N7O2P2SSi2Zr at a distorted geometry, computed with ωB97M-V with the def2-TZVPD basis set.

LUMO energy: -5.2 eV
2S+1: 1
highest occupied orbital energy: -12.57 eV
net charge: +2
calculated total energy: -4143.17875 a.u.
relative energy (zero: lowest compared OMol25 entry of this formula, charge and spin): 1.1229 eV

Last column: Mulliken charge in e.
Cartesian coordinates (Å):
Zr1 0.16877 -0.98575 -0.19619  -1.563
C1 -1.14063 -4.07508 -3.55520  -2.310
C2 -0.20950 -3.44689 -2.57002  0.441
N1 -0.49410 -2.27398 -2.07488  2.064
N2 -1.57343 -1.73911 -2.73016  -1.810
C3 -2.50946 -1.11457 -2.10551  -0.320
N3 -3.43588 -0.46987 -2.87913  0.020
S1 -2.73123 -1.07408 -0.39595  -0.216
C4 1.05275 -4.13097 -2.27795  0.980
C5 1.47303 -5.18599 -3.08674  -1.233
C6 2.70995 -5.76291 -2.86348  -0.815
C7 3.47087 -5.29375 -1.80944  -1.549
C8 2.95053 -4.27238 -1.03188  -0.395
N4 1.77866 -3.68646 -1.25090  0.511
H1 -2.13292 -3.65090 -3.44307  0.426
H2 -1.19091 -5.15309 -3.41027  0.594
H3 -0.81391 -3.87624 -4.57899  0.351
H4 -3.36872 -0.66108 -3.87046  0.298
H5 -4.37595 -0.47547 -2.51390  0.329
H6 0.84991 -5.54326 -3.89292  0.513
H7 3.06547 -6.56810 -3.49170  0.438
H8 4.43642 -5.71927 -1.57546  0.512
H9 3.50760 -3.92063 -0.17600  0.883
O1 -0.69544 0.69975 0.97377  1.518
P1 -1.84159 1.69947 0.89992  0.021
C9 -2.34265 2.13583 -0.80968  -2.240
P2 -0.94873 1.91690 -1.96234  -0.391
O2 -0.21797 0.61250 -1.70781  0.259
C10 0.20049 3.29023 -1.75531  1.556
C11 -0.14957 4.55696 -1.30140  -0.712
C12 0.80855 5.55818 -1.25929  -0.662
C13 2.10160 5.31329 -1.69861  -0.787
C14 2.44905 4.05545 -2.17357  -0.755
C15 1.50384 3.04597 -2.19125  -0.413
C16 -1.59103 2.13257 -3.63278  1.388
C17 -2.85335 2.66984 -3.86927  -0.476
C18 -3.24730 2.96758 -5.16311  -0.808
C19 -2.37621 2.75134 -6.22288  -0.655
C20 -1.11867 2.21303 -5.99129  -0.782
C21 -0.72593 1.90331 -4.69947  -0.348
C22 -1.41497 3.32522 1.56408  0.943
C23 -0.18244 3.58736 2.14388  0.578
C24 0.10837 4.86204 2.60816  -1.243
C25 -0.82593 5.87725 2.48311  -0.778
C26 -2.07169 5.61253 1.92406  -0.833
C27 -2.37382 4.33766 1.48157  -1.236
C28 -3.30910 1.22748 1.83469  1.418
C29 -4.60644 1.38950 1.36253  -0.746
C30 -5.68118 1.15775 2.20629  -0.778
C31 -5.46604 0.77231 3.52243  -0.703
C32 -4.17246 0.60926 3.99835  -0.897
C33 -3.09634 0.84551 3.15848  -0.836
H10 -2.66526 3.17694 -0.82272  1.526
H11 -3.15039 1.48884 -1.13739  0.607
H12 -1.15749 4.77958 -0.97317  0.444
H13 0.54490 6.53763 -0.88292  0.494
H14 2.83733 6.10602 -1.67680  0.431
H15 3.45280 3.85917 -2.52676  0.507
H16 1.76954 2.05249 -2.52933  0.290
H17 -3.54147 2.84863 -3.05362  0.337
H18 -4.23113 3.37806 -5.34683  0.469
H19 -2.67557 3.01128 -7.22920  0.428
H20 -0.44098 2.04991 -6.81835  0.476
H21 0.25386 1.47898 -4.51291  0.243
H22 0.54124 2.79258 2.22353  -0.293
H23 1.06620 5.06144 3.07090  0.510
H24 -0.59194 6.87412 2.83194  0.450
H25 -2.80618 6.40259 1.84265  0.475
H26 -3.36305 4.12397 1.09071  0.505
H27 -4.79215 1.68818 0.33876  0.418
H28 -6.69042 1.28785 1.83971  0.483
H29 -6.30775 0.61297 4.18307  0.434
H30 -4.00242 0.32346 5.02823  0.543
H31 -2.08200 0.76189 3.53561  0.438
C34 1.19633 0.81715 3.56943  -0.971
Si1 2.35191 0.56028 2.09321  -0.701
C35 4.07833 0.81195 2.82563  -1.197
C36 2.26440 1.88403 0.72923  -1.578
C37 2.05366 -1.08435 1.16565  3.005
C38 2.86794 -0.90904 -0.06487  0.135
C39 4.26327 -0.86689 -0.18652  -0.670
C40 4.83383 -0.60515 -1.41452  -1.352
C41 4.01710 -0.40930 -2.53131  -1.361
C42 2.65590 -0.46544 -2.35516  -0.401
N5 2.10507 -0.68568 -1.15745  1.374
Si2 2.48588 -2.59310 2.26636  1.161
C43 4.32419 -2.80400 2.67611  -1.315
C44 1.95865 -4.31208 1.63660  -1.350
C45 1.60008 -2.40540 3.93749  -1.368
H32 1.39437 1.78668 4.03192  0.575
H33 1.39703 0.06602 4.33108  0.591
H34 0.13937 0.77090 3.30920  -0.090
H35 4.15346 1.80924 3.26375  0.373
H36 4.87116 0.72664 2.08118  0.351
H37 4.29150 0.09635 3.62249  0.303
H38 2.34699 2.90271 1.11080  0.779
H39 1.34471 1.81535 0.15133  0.382
H40 3.09957 1.74417 0.03916  0.538
H41 4.87769 -1.02970 0.68767  0.674
H42 5.91041 -0.55693 -1.51632  0.533
H43 4.43889 -0.21245 -3.50591  0.573
H44 1.96666 -0.33895 -3.18288  0.639
H45 4.93962 -3.00236 1.79515  0.369
H46 4.43510 -3.66336 3.34051  0.404
H47 4.74255 -1.93799 3.19166  0.325
H48 2.82463 -4.89749 1.32204  0.485
H49 1.27339 -4.27431 0.80255  0.221
H50 1.47890 -4.86575 2.44564  0.571
H51 2.24850 -1.91003 4.66334  0.434
H52 1.35004 -3.38362 4.35044  0.493
H53 0.68060 -1.82970 3.85702  0.116
C46 -3.25208 -3.20657 3.66583  -0.852
N6 -2.30487 -3.21728 2.56430  0.224
C47 -2.18135 -4.19147 1.60788  -1.489
C48 -1.22325 -3.76357 0.74742  -0.427
N7 -0.74799 -2.53891 1.16957  1.555
C49 -1.43527 -2.24954 2.26463  -1.588
H54 -3.54319 -4.22679 3.89940  0.351
H55 -4.14085 -2.63455 3.40087  0.305
H56 -2.79344 -2.76283 4.54669  0.340
H57 -2.76350 -5.09598 1.62193  0.499
H58 -0.85792 -4.25556 -0.13407  0.458
H59 -1.33605 -1.34827 2.84565  0.609

Cartesian forces (eV/Å) of the 2 atoms listed first:
-1.686 0.887 -0.322
-0.167 -0.201 0.012



2.
A molecular structure, C49H60AsBrClN4O8S3Si2Zr at a distorted geometry, computed with ωB97M-V with the def2-TZVPD basis set.

LUMO energy: 2.0 eV
2S+1: 1
highest occupied orbital energy: -3.85 eV
net charge: -1
calculated total energy: -9815.10987 a.u.
relative energy (zero: lowest compared OMol25 entry of this formula, charge and spin): 0.0000 eV

Last column: Mulliken charge in e.
Cartesian coordinates (Å):
Zr1 -0.88734 -0.32811 -0.23851  -3.311
O1 1.19970 -1.73644 -0.46005  0.044
S1 1.32075 -2.91510 -1.38692  0.703
C1 2.69793 -2.54281 -2.52748  -0.932
C2 3.94090 -1.84069 -1.96401  -1.629
C3 3.72176 -0.47505 -1.28714  1.334
C4 3.07488 0.57838 -2.18606  -1.703
S2 1.81463 1.57981 -1.32219  0.698
O2 1.27464 0.67560 -0.23600  1.258
C5 2.87578 2.64966 -0.33526  1.002
C6 2.24305 3.15267 0.80049  0.190
C7 2.93674 3.97784 1.66880  -0.712
C8 4.26251 4.30460 1.40874  -0.988
C9 4.88543 3.81492 0.27008  -0.791
C10 4.19294 2.98855 -0.60969  -0.545
C11 2.21881 -4.12741 -0.40984  0.664
C12 2.34852 -5.42588 -0.88614  -0.556
C13 3.03210 -6.36509 -0.12761  -0.832
C14 3.57267 -6.00351 1.10166  -0.556
C15 3.42165 -4.70695 1.57607  -1.156
C16 2.73819 -3.76028 0.82216  -0.194
H1 2.21719 -1.95714 -3.31237  0.564
H2 2.96806 -3.51688 -2.94409  0.781
H3 4.63694 -1.73148 -2.80220  0.436
H4 4.42265 -2.49752 -1.23546  0.472
H5 4.67359 -0.10801 -0.89631  0.561
H6 3.06672 -0.63739 -0.43760  -1.083
H7 2.46472 0.13096 -2.96825  0.698
H8 3.78916 1.25438 -2.65702  0.857
H9 1.21122 2.87843 0.99710  -0.476
H10 2.43982 4.36617 2.54897  0.493
H11 4.81028 4.94418 2.09054  0.466
H12 5.91568 4.07393 0.05813  0.407
H13 4.69543 2.62605 -1.49678  0.298
H14 1.91322 -5.70179 -1.84287  0.482
H15 3.13350 -7.38116 -0.48941  0.424
H16 4.10515 -6.73858 1.69309  0.398
H17 3.82585 -4.42814 2.54177  0.494
H18 2.56918 -2.75432 1.18768  0.373
N1 5.61538 0.45393 4.74497  -0.569
C17 4.32536 0.14950 4.29482  0.718
C18 3.95643 0.41674 2.97462  -0.496
C19 2.69848 0.07189 2.51777  0.590
C20 1.79115 -0.53963 3.37600  -0.996
C21 2.14267 -0.80235 4.69048  -0.878
C22 3.40632 -0.46452 5.14506  -0.966
S3 0.17191 -0.96890 2.81827  1.797
O3 -0.61270 -1.22342 3.99548  -0.738
O4 0.33513 -2.09641 1.91973  -0.107
N2 -0.34124 0.28212 1.89672  0.768
C23 -1.52317 0.89371 2.32704  -0.206
N3 -1.69928 1.30235 3.58465  -0.452
C24 -2.94330 1.63779 3.90897  -0.908
C25 -3.99650 1.59185 3.01031  -1.134
C26 -3.66735 1.29923 1.70069  -0.156
N4 -2.42720 1.00688 1.34361  1.328
H19 6.09906 1.14419 4.19465  0.230
H20 5.69588 0.62249 5.73359  0.207
H21 4.65303 0.92094 2.30974  0.281
H22 2.39563 0.29971 1.50169  -0.567
H23 1.41376 -1.25536 5.35039  0.592
H24 3.68911 -0.67389 6.17177  0.316
H25 -3.09466 1.95904 4.93624  0.512
H26 -5.01244 1.81687 3.30039  0.480
H27 -4.38648 1.31939 0.88837  0.319
C27 -2.89752 -0.61487 -5.01179  -0.890
Si1 -3.31768 0.60503 -3.63909  0.585
C28 -2.21289 2.06075 -3.99569  -0.451
C29 -5.05482 1.25286 -3.95350  -1.359
As1 -3.25416 -0.17875 -1.44087  0.286
Si2 -3.99771 -2.31085 -2.02966  1.104
C30 -4.57931 -3.24158 -0.47375  -0.837
C31 -2.92583 -3.49808 -3.03196  -0.985
C32 -5.63820 -2.19127 -2.97616  -1.447
H28 -2.86268 -0.09158 -5.97471  0.429
H29 -3.61870 -1.42952 -5.09013  0.252
H30 -1.91416 -1.05567 -4.81814  0.099
H31 -2.22582 2.28909 -5.06782  0.629
H32 -1.19065 1.81668 -3.70567  -0.376
H33 -2.53951 2.94359 -3.43724  0.153
H34 -5.10932 1.82099 -4.88952  0.330
H35 -5.32925 1.91376 -3.12366  0.256
H36 -5.79095 0.44555 -3.98864  0.298
H37 -4.39956 -2.66482 0.43989  -0.145
H38 -4.09871 -4.21808 -0.35481  0.258
H39 -5.65931 -3.40331 -0.54168  0.530
H40 -1.86782 -3.23333 -2.94910  -0.102
H41 -3.19892 -3.45745 -4.09029  0.477
H42 -3.05404 -4.52709 -2.67823  0.418
H43 -6.30643 -1.50508 -2.44347  0.295
H44 -6.11332 -3.17903 -3.01458  0.371
H45 -5.53619 -1.81989 -3.99792  0.343
Cl1 -0.08492 -0.50992 -2.71754  -0.683
C33 1.35820 7.81771 0.67765  -1.587
C34 0.61966 6.55757 0.29674  0.840
C35 -0.32538 5.98858 1.14146  -1.261
C36 -1.02723 4.83787 0.79632  0.859
C37 -2.01563 4.27292 1.78894  -1.017
C38 -0.77667 4.21290 -0.43701  0.094
C39 0.15703 4.78879 -1.30765  1.481
C40 0.41921 4.27696 -2.69963  -1.415
C41 0.84164 5.94055 -0.92129  -0.826
C42 -1.57272 2.94344 -0.76981  -0.589
O5 -2.77987 3.03304 -0.88799  -0.681
O6 -0.84308 1.86699 -0.77327  1.295
H46 1.09721 8.13224 1.68904  0.366
H47 1.11071 8.63564 -0.00369  0.359
H48 2.43995 7.67049 0.63446  0.310
H49 -0.52937 6.45501 2.10197  0.270
H50 -2.19945 4.98910 2.59060  0.505
H51 -1.62912 3.35579 2.24220  -0.018
H52 -2.95795 4.03005 1.30237  0.280
H53 -0.01779 3.30133 -2.86415  -0.329
H54 1.49525 4.22080 -2.88971  0.284
H55 -0.01137 4.96281 -3.43483  0.485
H56 1.56542 6.36799 -1.61278  0.389
Br1 -3.61634 -3.00543 3.37104  -0.124
C43 -2.65650 -4.24499 2.31348  0.161
C44 -2.69974 -5.56266 2.75847  -0.606
C45 -2.05943 -6.56846 2.05487  -0.690
C46 -1.36542 -6.26630 0.89385  -0.970
C47 -1.32785 -4.95561 0.45332  -0.689
C48 -1.96734 -3.92824 1.14349  0.252
C49 -1.82884 -2.56266 0.54296  1.453
O7 -2.25223 -1.51664 1.09494  -0.019
O8 -1.28355 -2.42945 -0.59357  0.027
H57 -3.24605 -5.78902 3.66339  0.452
H58 -2.10904 -7.58944 2.41578  0.361
H59 -0.85592 -7.04441 0.33720  0.423
H60 -0.80161 -4.69393 -0.45548  0.442

Cartesian forces (eV/Å) of the 2 atoms listed first:
1.072 1.742 -0.890
0.023 -0.606 -0.253